w.
18
Properties=species:S:1:pos:R:3:mulliken_charge:R:1 method="wB97M-V/def2-TZVPD" gap_ev=10.072 e_homo_ev=-9.774 smiles=O.O.O.O.O.O
O -0.1765 -1.3481 0.7278 -0.69
H -0.9888 -1.1132 0.3371 0.36
H 0.5611 -0.9131 0.2840 0.31
O -3.8968 -0.0542 0.1402 -0.59
H -3.8320 -0.8033 0.6360 0.29
H -4.8686 -0.0117 -0.0053 0.30
O 5.2078 -0.6367 -0.4631 -0.64
H 4.8721 0.2221 -0.2807 0.31
H 5.9944 -0.6618 0.2069 0.33
O -0.6786 2.6533 -1.5315 -0.62
H -0.1489 2.9168 -2.3304 0.32
H -0.0732 2.8886 -0.8127 0.29
O -1.2596 -2.4636 -0.8106 -0.62
H -0.8691 -2.9203 -0.0681 0.36
H -0.7699 -2.8844 -1.4419 0.27
O 0.5774 1.4136 1.9443 -0.59
H -0.3330 1.4008 1.9709 0.30
H 0.6822 2.3153 1.4970 0.29

---

x.
18
Properties=species:S:1:pos:R:3:mulliken_charge:R:1 method="wB97M-V/def2-TZVPD" gap_ev=10.219 e_homo_ev=-10.515 smiles=O.O.O.O.O.O
O -1.1325 0.0768 2.3575 -0.67
H -0.6821 0.1604 1.5171 0.40
H -0.5971 -0.5402 2.8564 0.29
O 1.1003 2.2149 -1.8916 -0.67
H 0.9064 1.6243 -2.6196 0.34
H 1.6956 1.7173 -1.3311 0.37
O 0.1511 -3.3401 -1.1108 -0.61
H 0.1757 -4.2415 -0.7898 0.32
H 0.5452 -2.8241 -0.4075 0.29
O -0.5655 0.2150 -0.2554 -0.64
H -0.0095 -0.5128 -0.5336 0.28
H -0.1246 0.9957 -0.5907 0.33
O -3.7946 0.7150 1.1630 -0.61
H -2.8611 0.6807 1.3717 0.33
H -3.8922 1.5025 0.6278 0.31
O 2.8671 0.6952 -0.4302 -0.68
H 3.6752 0.1827 -0.4035 0.31
H 2.5424 0.6783 0.4701 0.31

---

y.
18
Properties=species:S:1:pos:R:3:mulliken_charge:R:1 method="wB97M-V/def2-TZVPD" gap_ev=10.643 e_homo_ev=-10.607 smiles=O.O.O.O.O.O
O 0.0119 1.1645 3.1944 -0.65
H 0.4357 0.4501 2.7013 0.31
H 0.4103 1.1242 4.0719 0.33
O 0.2097 0.2432 -0.6885 -0.63
H -0.6546 0.1087 -0.2492 0.38
H 0.8430 0.3852 0.0269 0.31
O -2.1364 -0.7608 0.3823 -0.73
H -3.0878 -0.5944 0.4405 0.34
H -1.9316 -1.3031 1.1558 0.31
O -2.1427 -1.9926 -2.1845 -0.65
H -2.3716 -1.6810 -1.2918 0.39
H -1.1803 -1.9533 -2.2081 0.30
O 2.5783 0.7279 1.4172 -0.66
H 2.1207 1.4311 1.9010 0.34
H 3.5138 0.8898 1.5807 0.30
O 1.4484 0.8012 -3.4914 -0.64
H 0.8530 0.3971 -4.1304 0.32
H 1.0801 0.5622 -2.6280 0.34

---

In terms of stability, y leads; the second structure lies 0.182 eV higher.

---

w.
18
Properties=species:S:1:pos:R:3:mulliken_charge:R:1 method="wB97M-V/def2-TZVPD" gap_ev=10.355 e_homo_ev=-10.151 smiles=O.O.O.O.O.O
O -0.5380 0.1743 0.2467 -0.58
H -0.3009 -0.4914 -0.3439 0.28
H -0.2067 1.0146 -0.2583 0.32
O -4.5489 -2.2011 0.3757 -0.60
H -3.7754 -2.3379 -0.2004 0.31
H -5.1644 -2.4920 -0.2197 0.29
O 4.6657 -0.2073 0.4935 -0.63
H 4.4448 0.6088 0.0844 0.30
H 3.7336 -0.4856 0.6647 0.33
O -1.0332 3.1378 -1.1848 -0.60
H -1.7828 3.6630 -1.4047 0.30
H -0.3953 3.4019 -1.8684 0.31
O 1.8331 -2.6352 -0.4770 -0.61
H 2.4181 -3.4556 -0.3882 0.31
H 1.6217 -2.7288 -1.4158 0.31
O -0.6578 1.4936 2.1509 -0.64
H -0.5265 2.3563 1.6813 0.30
H 0.2129 1.1844 2.0641 0.31

---

x.
18
Properties=species:S:1:pos:R:3:mulliken_charge:R:1 method="wB97M-V/def2-TZVPD" gap_ev=10.747 e_homo_ev=-10.582 smiles=O.O.O.O.O.O
O 13.7186 -23.5173 25.0811 -0.63
H 14.1451 -24.1191 25.7003 0.31
H 12.7896 -23.5430 25.3299 0.31
O 17.2350 -20.5793 28.4596 -0.66
H 18.0100 -20.3576 27.9311 0.32
H 16.8170 -19.7355 28.6637 0.29
O 18.0889 -23.4744 27.0455 -0.63
H 17.4390 -22.8233 27.3326 0.30
H 17.5720 -24.1281 26.5657 0.31
O 12.7788 -20.7468 26.7242 -0.62
H 12.1275 -20.0543 26.8711 0.29
H 12.5466 -21.1489 25.8813 0.29
O 16.0755 -23.4197 30.4010 -0.63
H 15.3364 -22.9510 30.7978 0.30
H 15.9586 -23.2612 29.4532 0.37
O 14.9921 -22.2915 27.8684 -0.63
H 15.6460 -21.5791 27.9682 0.33
H 14.1841 -21.8267 27.6101 0.37

---

In terms of stability, x leads; the second structure lies 1.623 eV higher.

---

w.
13
Properties=species:S:1:pos:R:3:mulliken_charge:R:1 method="wB97M-V/def2-TZVPD" charge=-1 gap_ev=7.570 e_homo_ev=-3.611
C 0.9727 -1.1865 0.6731 -0.59
C 0.4977 -0.0890 -0.1840 0.43
C -0.6219 0.7377 0.2593 -1.11
N 1.6720 0.0997 0.6641 -0.47
O 4.1996 -0.4246 0.6654 -0.59
O 3.3493 1.2926 -0.9557 -0.58
S 3.1652 -0.0868 -0.3846 0.34
H 0.3642 -1.3716 1.5250 0.27
H 1.5687 -1.9615 0.1665 0.24
H 0.8843 -0.2349 -1.2395 0.32
H -0.4569 1.8154 0.0140 0.20
H -0.6052 0.5566 1.3288 0.27
H -1.7149 0.6138 -0.0894 0.26

---

x.
13
Properties=species:S:1:pos:R:3:mulliken_charge:R:1 method="wB97M-V/def2-TZVPD" charge=-1 gap_ev=7.297 e_homo_ev=-3.990 smiles="N[C@H](CS)C(=O)[O-]"
N -0.5199 -0.1705 1.4109 -0.78
C -0.4118 0.0996 -0.0110 -0.31
C 0.7208 -0.7004 -0.6482 -0.72
S 0.3646 -2.4828 -0.9669 -0.33
C 0.0806 1.6831 -0.2501 0.53
O 0.2016 2.3165 0.8104 -0.73
O 0.2237 2.0003 -1.4365 -0.72
H -1.2931 0.2910 1.8666 0.26
H 0.1990 0.4800 1.7590 0.36
H -1.3359 -0.1747 -0.5330 0.55
H 1.0572 -0.1544 -1.5254 0.45
H 1.5892 -0.6981 0.0239 0.32
H -0.8759 -2.4896 -0.4997 0.11

---

In terms of stability, x leads; the second structure lies 1.976 eV higher.

---

w.
18
Properties=species:S:1:pos:R:3:mulliken_charge:R:1 method="wB97M-V/def2-TZVPD" gap_ev=8.188 e_homo_ev=-7.363
C 0.5237 -0.3921 0.2624 0.44
C 1.6528 0.4648 0.2840 -0.07
C -0.7340 0.0693 -0.1561 0.53
N 1.5272 1.6929 -0.1972 -0.45
N 2.8411 -0.0275 0.7717 -0.46
C -1.8902 -0.8416 -0.0189 -0.33
C -3.0067 -0.7607 -0.7407 -0.76
O 0.6832 -1.6752 0.8145 -0.67
N -0.8400 1.2963 -0.6599 -0.58
H 0.8086 -2.3089 0.0986 0.31
H 0.3503 1.8447 -0.5433 0.38
H 2.3160 2.3194 -0.1243 0.15
H 3.5344 0.6401 1.0680 0.22
H 2.7595 -0.8528 1.3460 0.25
H -1.7817 1.6258 -0.8199 0.18
H -1.7797 -1.6256 0.7210 0.31
H -3.1369 -0.0201 -1.5221 0.26
H -3.8276 -1.4488 -0.5839 0.26

---

x.
18
Properties=species:S:1:pos:R:3:mulliken_charge:R:1 method="wB97M-V/def2-TZVPD" gap_ev=9.463 e_homo_ev=-9.270 smiles="C=CC(C)=O.N=C=NN"
C -1.8319 -0.5749 1.5688 -0.86
C -0.9399 -0.7573 0.5906 -0.01
C -0.7119 0.1878 -0.6574 1.03
C -1.8002 1.2478 -0.7608 -1.49
O -0.4738 -0.4152 -1.7092 -0.51
H -2.5008 0.2681 1.6615 0.22
H -2.0501 -1.3122 2.3283 0.28
H -0.5951 -1.7751 0.4408 0.15
H -2.7927 0.8022 -0.8114 0.37
H -1.8210 1.8887 0.1184 0.38
H -1.6958 1.7969 -1.6940 0.34
N 1.9085 -1.9397 0.0454 -0.64
C 1.7990 -0.7335 0.1911 0.67
N 1.9000 0.4980 0.0632 -0.18
N 3.0567 1.2210 -0.2393 -0.58
H 1.2404 -2.4277 -0.5416 0.33
H 3.7659 1.1230 0.4820 0.25
H 3.5425 0.9020 -1.0763 0.24

---

y.
18
Properties=species:S:1:pos:R:3:mulliken_charge:R:1 method="wB97M-V/def2-TZVPD" gap_ev=9.928 e_homo_ev=-9.120
H 2.6082 -1.2545 0.6024 0.30
N 1.9049 -1.7389 1.1727 -0.69
C 0.7554 -1.4102 0.7396 0.06
N 0.5509 -0.5569 -0.3739 0.19
O 1.6435 0.0130 -0.8759 -0.42
C 2.0050 1.3129 -0.3613 -0.62
C -0.7114 0.0224 -0.7209 0.63
C -1.8937 -0.6624 -0.0910 -0.67
C -2.4629 0.0144 0.9106 -0.52
N -0.8345 0.8890 -1.6901 -0.69
H -1.8040 1.2018 -1.8122 0.27
H -0.1737 -1.8941 1.1530 0.36
H 1.1616 2.0312 -0.5305 0.28
H 2.2485 1.3706 0.7270 0.27
H 2.8523 1.6016 -0.9345 0.28
H -2.2774 -1.5603 -0.5501 0.40
H -3.3894 -0.3611 1.3681 0.28
H -2.1834 0.9813 1.2672 0.27

---

In terms of stability, w leads; the second structure lies 2.456 eV higher.

---

w.
13
Properties=species:S:1:pos:R:3:mulliken_charge:R:1 method="wB97M-V/def2-TZVPD" gap_ev=10.809 e_homo_ev=-9.978 smiles="C[C@H](O)/C(F)=C/F"
C -1.4934 0.3065 0.9675 -1.25
C -0.5106 0.5726 -0.2124 0.04
O -0.9699 -0.1681 -1.4130 -0.52
C 1.1344 -0.1445 0.1970 0.02
F 1.1558 -0.4138 1.5007 -0.27
C 1.9342 -0.4583 -0.7634 0.09
F 3.1460 -0.9225 -0.5067 -0.25
H -1.2536 -0.6125 1.3933 0.33
H -2.4515 0.2953 0.6142 0.41
H -1.4093 1.0131 1.7948 0.33
H -0.3335 1.6287 -0.6106 0.35
H -0.6132 -1.0227 -1.2070 0.36
H 1.6647 -0.0737 -1.7543 0.35

---

x.
13
Properties=species:S:1:pos:R:3:mulliken_charge:R:1 method="wB97M-V/def2-TZVPD" gap_ev=9.759 e_homo_ev=-9.368
C 2.1273 0.9492 -0.1823 -0.60
C 1.5504 0.1029 0.6222 -0.35
C -2.1442 0.0355 -0.1528 -0.61
C 0.3889 -0.8183 0.1761 0.85
O -1.0479 0.3192 0.5235 -0.42
F 0.3029 -1.0161 -1.1804 -0.25
F 0.0316 -1.9462 0.7167 -0.21
H 2.6970 1.7208 0.2600 0.29
H 1.8458 0.7737 -1.1903 0.28
H 1.5980 0.0204 1.6966 0.30
H -1.8662 -0.1362 -1.2577 0.21
H -2.8217 0.8852 -0.1978 0.27
H -2.6619 -0.8902 0.1661 0.24

---

In terms of stability, w leads; the second structure lies 0.435 eV higher.

---

w.
9
Properties=species:S:1:pos:R:3:mulliken_charge:R:1 method="wB97M-V/def2-TZVPD" gap_ev="10.179 / 5.012" e_homo_ev="-10.197 / -8.367"
C 0.0149 1.5321 -0.4135 0.78
C 0.5755 -1.0648 -1.4556 -0.33
N -0.4856 -1.3638 -0.9702 0.48
O -0.8721 1.3528 0.2757 -0.32
O 0.8731 1.8634 -1.1485 -0.41
O -1.5507 -1.4969 -0.5079 -0.46
I -1.5828 0.4660 -3.8908 0.01
H 0.5089 -0.1979 -2.1931 0.03
H 1.6146 -1.5720 -1.2921 0.23

---

x.
9
Properties=species:S:1:pos:R:3:mulliken_charge:R:1 method="wB97M-V/def2-TZVPD" gap_ev="8.205 / 6.228" e_homo_ev="-8.541 / -7.833"
C -0.1882 0.6173 -0.0517 0.53
C 1.9812 -1.2719 0.0741 0.07
N -1.2692 -0.0087 0.0444 -0.09
O 0.5354 1.5346 -0.1780 -0.40
O 2.3310 -2.3775 0.1856 -0.27
O -2.6395 0.5845 0.1735 -0.45
I 3.2869 0.4463 -0.2323 0.03
H -1.4006 -0.9978 0.1907 0.24
H -2.6370 1.4732 -0.2063 0.33

---

In terms of stability, w leads; the second structure lies 1.085 eV higher.